# 1
Entry from the OMol25 dataset: C14H7BrIrO3S9 as an isolated structure (ωB97M-V/def2-TZVPD).

Last column: Löwdin charge in e.
Cartesian coordinates (Å):
Ir1 -0.5478 -0.5083 -0.1625  0.6343
O1 -0.3536 3.9840 4.8137  -0.0809
C1 -0.4999 3.2277 3.8899  -1.0288
S1 0.1567 3.5132 2.2681  0.9474
C2 -0.4180 2.0258 1.5507  -1.1163
C3 -1.0838 1.1689 2.3537  -1.1334
S2 -1.6980 -0.3796 1.8184  0.4973
S3 -1.3069 1.6553 4.0191  0.9575
S4 -0.1490 1.7227 -0.1584  0.5586
Br1 7.9275 -1.4551 -1.4744  0.7129
C4 6.0580 -1.2614 -1.2033  -0.6881
C5 5.5866 -0.9761 0.0676  -0.1179
C6 4.2220 -0.8370 0.2596  0.0008
C7 3.3487 -0.9807 -0.8118  -0.1272
C8 3.8397 -1.2636 -2.0804  -0.0044
C9 5.2021 -1.4077 -2.2830  -0.1208
C10 1.8891 -0.8195 -0.6018  -0.6215
O2 1.0848 -0.8080 -1.5811  -0.1339
O3 1.4207 -0.6926 0.5776  -0.1541
H1 6.2767 -0.8624 0.8917  0.0999
H2 3.8193 -0.6114 1.2375  0.1253
H3 3.1432 -1.3650 -2.9014  0.1224
H4 5.5972 -1.6297 -3.2643  0.0986
C11 -3.7112 1.9924 -1.4997  -0.3961
S5 -3.9709 1.4997 0.2198  0.8033
C12 -4.5015 -0.1627 0.0353  -1.0245
C13 -3.8542 -1.1976 -0.5372  -1.1070
S6 -2.3122 -1.2145 -1.3823  0.4753
S7 -4.6895 -2.7318 -0.4734  0.8949
C14 -6.1016 -2.2177 0.3774  -1.5200
S8 -7.3505 -3.2180 0.7714  0.4798
S9 -6.0535 -0.5366 0.7505  0.9036
H5 -3.5656 3.0716 -1.4779  0.0334
H6 -4.5842 1.7560 -2.1043  0.0414
H7 -2.8205 1.5196 -1.9048  -0.0117

For the highest occupied orbital energy, the calculation gives -4.357 eV. The value obtained for the energy above the lowest of the compared OMol25 structures with the same formula, charge and spin is 11.3 kcal/mol. As for the spin multiplicity: 1. The calculation puts the HOMO-LUMO gap at 6.257 eV. The LUMO energy comes out at 0.0698 hartree. Its total charge is -1.

---

# 2
Entry from the OMol25 dataset: C14H7Cl5IOTc as an isolated structure at a distorted geometry (ωB97M-V/def2-TZVPD).

Last column: Löwdin charge in e.
Cartesian coordinates (Å):
Tc1 -0.1030 0.4885 0.5924  1.0736
Cl1 -6.6890 1.8819 2.0952  0.7870
C1 -5.2082 1.1538 1.6748  -0.6770
C2 -4.0166 1.7834 2.0265  -0.7013
Cl2 -3.9530 3.2647 2.8708  0.7784
C3 -2.8410 1.1350 1.6816  -0.5041
Cl3 -1.2672 1.8779 2.0910  0.7973
C4 -2.7853 -0.0731 1.0079  -0.4010
O1 -1.5791 -0.6596 0.7436  -0.2855
C5 -3.9843 -0.6910 0.6471  -0.6123
Cl4 -3.9207 -2.1698 -0.2048  0.7999
C6 -5.1883 -0.0766 0.9870  -0.6728
Cl5 -6.6533 -0.8248 0.5590  0.7880
I1 2.1476 -0.6299 -0.7416  1.4905
C7 1.1749 1.3644 -0.7648  -0.4901
H1 0.9064 1.5459 -1.8035  0.0070
H2 1.9386 2.0512 -0.3956  0.0155
C8 1.1335 -0.7399 1.2325  -0.4735
C9 1.5246 -1.6756 2.1798  -0.3217
C10 2.5818 -2.6073 2.0089  -0.0251
C11 2.8376 -3.5317 2.9863  -0.0117
C12 2.0603 -3.5335 4.1515  0.0288
C13 1.0303 -2.6162 4.3529  -0.0107
C14 0.7612 -1.6832 3.3804  0.0134
H3 3.2062 -2.5841 1.1235  0.0888
H4 3.6397 -4.2476 2.8764  0.1332
H5 2.2786 -4.2616 4.9228  0.1364
H6 0.4553 -2.6371 5.2676  0.1322
H7 -0.0345 -0.9626 3.5144  0.1168

For the highest occupied orbital energy, the calculation gives -14.698 eV. The value obtained for the energy above the lowest of the compared OMol25 structures with the same formula, charge and spin is 27.4 kcal/mol. As for the spin multiplicity: 1. The calculation puts the HOMO-LUMO gap at 5.207 eV. The LUMO energy comes out at -0.3488 hartree. Its total charge is +2.

---

# 3
Entry from the OMol25 dataset: one molecule with the formula C14H7ClN2O3 at a distorted geometry (ωB97M-V/def2-TZVPD).

Last column: Löwdin charge in e.
Cartesian coordinates (Å):
O1 -0.3001 -2.5039 -2.1803  0.1340
Cl1 3.8913 0.0585 4.8380  0.6800
N1 0.3837 0.1252 0.8778  0.2142
O2 1.3776 -1.5740 -0.2272  0.1572
O3 -1.8874 -1.0113 -2.9125  0.1869
C1 -0.8794 -1.4280 -2.1154  -0.4333
C2 0.3964 -0.6238 -0.1990  -0.2354
C3 -3.6246 2.1568 -2.1685  -0.0848
C4 -2.8035 2.5804 -1.1016  -0.0688
C5 3.7374 -1.6115 2.6909  -0.0967
C6 1.9963 0.0739 2.8688  -0.0138
C7 3.1504 -2.0784 1.5015  0.0178
C8 -3.3289 0.9916 -2.8344  -0.0031
C9 -1.6915 1.8082 -0.7324  0.0090
C10 3.1620 -0.5348 3.4024  -0.6818
C11 1.4538 -0.3690 1.6430  -0.2056
C12 2.0299 -1.4153 0.9675  -0.1960
C13 -2.2879 0.1892 -2.3967  -0.1874
C14 -1.4693 0.5745 -1.3661  -0.1328
N2 -0.5364 -0.4341 -1.2280  0.1571
H1 -4.4836 2.7807 -2.4482  0.1126
H2 -3.0535 3.5194 -0.6115  0.1042
H3 4.5805 -2.1646 3.0677  0.1002
H4 1.5463 0.8877 3.4472  0.1134
H5 3.5268 -2.9426 0.9376  0.1257
H6 -3.9093 0.7473 -3.7139  0.1219
H7 -0.9771 2.1980 -0.0068  0.1052

For the highest occupied orbital energy, the calculation gives -8.772 eV. The value obtained for the energy above the lowest of the compared OMol25 structures with the same formula, charge and spin is 0.0 kcal/mol. As for the spin multiplicity: 1. The calculation puts the HOMO-LUMO gap at 9.117 eV. The LUMO energy comes out at 0.0127 hartree. As for the SMILES: O=c1oc2ccccc2n1-c1nc2cc(Cl)ccc2o1.

---

# 4
Entry from the OMol25 dataset: C14H8BF4N2O4ReS as an isolated structure at a distorted geometry (ωB97M-V/def2-TZVPD).

Last column: Löwdin charge in e.
Cartesian coordinates (Å):
Re1 0.2392 0.0875 -0.0828  1.8335
O1 -3.2465 2.1617 0.3237  0.1801
C1 -2.1601 1.7607 0.0389  -0.5084
O2 -1.7194 0.5142 0.1472  -0.1535
C2 -1.0756 2.6665 -0.5171  -0.1305
C3 -1.2174 3.9585 -0.9682  0.0620
C4 -0.1055 4.5903 -1.5210  0.0288
C5 1.1055 3.9102 -1.6284  0.0603
C6 1.1740 2.6243 -1.1449  -0.1407
N1 0.1056 2.0322 -0.5817  -0.0400
C7 2.3838 1.7076 -1.1623  -0.5239
O3 3.4685 2.0890 -1.4705  0.1865
O4 2.0432 0.4745 -0.7863  -0.1518
H1 -2.1786 4.4475 -0.8946  0.1438
H2 -0.1897 5.6051 -1.8852  0.1322
H3 1.9794 4.3594 -2.0792  0.1437
F1 1.1910 -4.4372 0.3496  0.2812
B1 -0.0595 -4.0464 0.4553  -0.8983
F2 -0.5197 -3.6307 1.6371  0.2288
F3 -0.9049 -4.1929 -0.5431  0.2758
F4 0.4125 -1.8049 -0.0269  -0.3702
S1 -0.6344 -0.8324 4.2576  1.2004
C8 -0.7543 -0.7737 2.5812  -0.4180
N2 0.1459 -0.0269 1.9766  -0.1379
C9 1.0313 0.5648 2.8764  -0.2739
C10 2.1059 1.3998 2.5814  -0.0031
C11 2.8671 1.8843 3.6241  -0.0418
C12 2.5728 1.5539 4.9502  -0.0469
C13 1.5108 0.7277 5.2555  -0.0559
C14 0.7452 0.2343 4.2058  -0.4215
H4 -1.5139 -1.3174 2.0395  0.1002
H5 2.3527 1.6456 1.5574  0.0960
H6 3.7097 2.5261 3.4069  0.1199
H7 3.1933 1.9432 5.7452  0.1200
H8 1.2792 0.4644 6.2786  0.1229

For the highest occupied orbital energy (spin up / spin down), the calculation gives -12.765 / -12.803 eV. The value obtained for the energy above the lowest of the compared OMol25 structures with the same formula, charge and spin is 11.0 kcal/mol. As for the spin multiplicity: 2. The calculation puts the HOMO-LUMO gap (spin up / spin down) at 7.062 / 6.973 eV. Its expectation value of S² is 0.76. The LUMO energy (spin up / spin down) comes out at -0.2096 / -0.2143 hartree. Its total charge is +1.

---

# 5
Entry from the OMol25 dataset: C14H8Cl2F6N4O6ReS2 as an isolated structure at a distorted geometry (ωB97M-V/def2-TZVPD).

Last column: Löwdin charge in e.
Cartesian coordinates (Å):
Re1 -2.1457 -0.5861 -0.4848  1.4288
O1 -2.0897 1.4838 -1.1006  -0.3704
N1 -1.1504 2.4311 -0.7080  0.0021
N2 -0.4033 1.6792 0.0664  -0.3349
O2 0.1636 -0.6448 0.4787  -0.3579
C1 1.8404 1.0676 0.8405  -0.3310
C2 2.8441 0.0947 0.9437  -0.0144
C3 4.1914 0.3778 0.9793  -0.0492
C4 4.6236 1.6928 0.8955  -0.0433
C5 3.6748 2.6915 0.7299  -0.0532
C6 2.3381 2.3666 0.6919  -0.0308
H1 2.5086 -0.9374 0.9568  0.1270
H2 4.8963 -0.4370 1.0599  0.1165
H3 5.6782 1.9305 0.9259  0.1146
H4 3.9671 3.7247 0.6103  0.1157
H5 1.5959 3.1405 0.5102  0.1272
F1 -4.5632 -3.2932 -2.6265  0.1691
C7 -3.3990 -3.6419 -3.1514  -0.6974
F2 -3.4401 -3.5134 -4.4635  0.1751
F3 -3.1114 -4.8880 -2.8235  0.1757
S1 -2.1199 -2.5088 -2.4602  0.6525
O3 -2.0783 -2.7935 -1.0019  -0.3831
O4 -2.5983 -1.1229 -2.6644  -0.3921
N3 -0.8730 -2.9043 -3.2997  -0.2703
S2 0.3140 -1.8217 -3.1495  0.6510
O5 1.5991 -2.3488 -3.4468  -0.2350
O6 0.1342 -1.1889 -1.8615  -0.3781
C8 -0.0546 -0.4992 -4.4374  -0.6661
F4 -0.2137 0.6638 -3.8302  0.1565
F5 -1.1502 -0.7977 -5.1253  0.1451
F6 0.9678 -0.4204 -5.2798  0.1514
Cl1 0.2480 0.7125 0.8135  0.9976
C9 -0.2272 0.8863 2.3009  -0.3132
C10 0.3558 1.4224 3.4677  -0.0628
C11 -0.2823 1.5354 4.6622  -0.0935
C12 -1.6037 1.0698 4.8059  -0.0960
C13 -2.2255 0.4859 3.7454  -0.6221
Cl2 -3.8398 -0.1083 3.9052  0.6962
C14 -1.6082 0.3347 2.4710  -0.3682
N4 -2.2714 -0.2187 1.4419  -0.1667
H6 1.3860 1.7550 3.3659  0.1131
H7 0.2474 1.9661 5.4988  0.1051
H8 -2.1256 1.1624 5.7479  0.1093

For the highest occupied orbital energy (spin up / spin down), the calculation gives -7.035 / -7.789 eV. As for the spin multiplicity: 4. The calculation puts the HOMO-LUMO gap (spin up / spin down) at 6.015 / 6.731 eV. Its expectation value of S² is 4.15. The LUMO energy (spin up / spin down) comes out at -0.0375 / -0.0388 hartree.

---

# 6
Entry from the OMol25 dataset: C15H10F3N2O5S2 as an isolated structure at a distorted geometry (ωB97M-V/def2-TZVPD).

Last column: Löwdin charge in e.
Cartesian coordinates (Å):
C1 -0.2057 -0.4103 2.0882  -0.1742
N1 0.8611 0.5975 2.3070  -0.3494
O1 2.0660 0.2287 2.2477  -0.0139
O2 0.4991 1.7558 2.5995  -0.0404
C2 -1.4716 -0.0310 2.7476  -0.1922
C3 -2.0194 1.2559 2.8956  -0.0217
C4 -3.1317 1.4004 3.7607  -0.0865
C5 -3.8514 0.2775 4.1929  -0.1201
C6 -3.3909 -1.0248 3.9069  -0.1020
C7 -2.2100 -1.1590 3.1793  -0.0592
H1 0.0525 -1.3743 2.6820  0.1623
H2 -1.5554 2.1042 2.3709  0.1083
H3 -3.4301 2.3999 4.1025  0.0978
H4 -4.7493 0.3847 4.8297  0.0947
H5 -3.8989 -1.9241 4.2675  0.0945
H6 -1.7689 -2.1199 2.8788  0.1106
F1 1.1334 1.2968 -7.2927  0.0354
C8 1.2954 0.5088 -6.1805  -0.7646
F2 0.1948 -0.3022 -6.0213  0.0742
F3 2.3933 -0.3007 -6.3325  0.0576
S1 1.6051 1.6901 -4.8045  1.0863
N2 1.4285 0.3257 -3.7054  -0.3588
C9 0.3539 0.7180 -2.8503  -0.5054
O3 -0.6224 1.3971 -3.1219  0.0678
C10 0.7461 0.1205 -1.5866  -0.1838
C11 2.0561 -0.3271 -1.4616  -0.2672
C12 2.5073 -1.0753 -0.3623  -0.0371
C13 1.5113 -1.4564 0.5179  -0.0855
C14 0.1976 -0.9368 0.3975  -0.1851
C15 -0.2231 -0.1174 -0.6313  0.0163
S2 2.9927 0.1155 -2.8834  0.6856
O4 3.7061 -1.0493 -3.3060  -0.2833
O5 3.5899 1.4258 -2.8352  -0.3359
H7 3.5601 -1.2904 -0.1748  0.1250
H8 1.7154 -2.1610 1.3147  0.1131
H9 -0.6987 -1.2175 1.0149  0.0983
H10 -1.2382 0.2747 -0.7515  0.1387

For the highest occupied orbital energy, the calculation gives -3.002 eV. The value obtained for the energy above the lowest of the compared OMol25 structures with the same formula, charge and spin is 106.1 kcal/mol. As for the spin multiplicity: 1. The calculation puts the HOMO-LUMO gap at 5.740 eV. The LUMO energy comes out at 0.1006 hartree. Its total charge is -1.